# 1
Molecular formula: C9H26F3N4O3Sr
Method: DFT, ωB97M-V with the def2-TZVPD basis set

Values from the calculation:
* gap between HOMO and LUMO: 8.0 eV
* molar mass: 382.95 g mol⁻¹
* DFT total energy: -30852.8708 eV
* net charge: -1
* HOMO level: -5.459 eV

Last column: natural (NBO) charge in e.
CARTESIAN COORDINATES (ANGSTROEM)
Sr -0.75043 1.01842 -1.18962  1.87
F -0.86714 3.19234 0.08740  -0.95
F -1.38654 -1.43667 -1.00151  -0.87
F -1.75599 2.08995 -3.15366  -0.96
C -1.71905 0.79056 3.38464  -0.62
C -2.29737 0.22206 2.09953  -0.10
C -3.55096 -0.57726 2.33822  -0.06
O -3.39427 -1.74965 3.09148  -0.55
C -2.52184 -2.69798 2.48232  -0.26
N -2.57151 1.24482 1.06476  -0.87
H -1.43053 -0.00026 4.08247  0.20
H -2.47918 1.39667 3.89411  0.19
H -0.85488 1.41609 3.16101  0.22
H -1.53696 -0.45954 1.70394  0.20
H -4.03219 -0.74266 1.35888  0.18
H -4.29771 0.03537 2.86694  0.16
H -2.80662 -3.67923 2.85845  0.17
H -1.48123 -2.48986 2.75039  0.17
H -2.59202 -2.66820 1.39135  0.20
H -3.37101 1.76686 1.42690  0.34
H -1.81642 1.94911 1.14679  0.42
C 3.02303 -0.93730 -3.53538  -0.62
C 2.14994 -0.17517 -2.54305  -0.08
C 2.51102 1.29086 -2.45211  -0.06
O 1.76806 1.95042 -1.45140  -0.56
C 1.98693 3.35074 -1.43597  -0.25
N 0.71068 -0.34559 -2.81346  -0.87
H 2.89753 -2.01384 -3.40684  0.21
H 4.09207 -0.71796 -3.45626  0.20
H 2.72678 -0.70696 -4.56389  0.20
H 2.27571 -0.61286 -1.54744  0.20
H 2.41458 1.79906 -3.42647  0.17
H 3.58799 1.37591 -2.21843  0.16
H 1.77212 3.70185 -0.42995  0.23
H 1.37532 3.85388 -2.18133  0.20
H 3.06313 3.56089 -1.57405  0.14
H 0.48594 -0.15712 -3.78990  0.37
H 0.42037 -1.31292 -2.68576  0.39
C 1.11351 -1.12519 0.83815  0.78
O 0.68258 -0.01330 0.54121  -0.74
N 0.40443 -2.25301 0.53012  -0.89
N 2.29337 -1.28091 1.52720  -0.86
H 0.85157 -3.14972 0.61927  0.36
H -0.41414 -2.05866 -0.15348  0.48
H 2.49854 -2.16495 1.95426  0.38
H 2.82280 -0.47910 1.81018  0.40

***

# 2
Molecular formula: C9H27As2NO2S5SbSc
Method: DFT, ωB97M-V with the def2-TZVPD basis set

Values from the calculation:
* gap between HOMO and LUMO: 6.3 eV
* molar mass: 658.21 g mol⁻¹
* DFT total energy: -218453.2354 eV
* net charge: -2
* HOMO level: -1.744 eV

Last column: Mulliken charge in e.
CARTESIAN COORDINATES (ANGSTROEM)
Sc 1.07724 -0.08759 0.24290  -0.30
S 4.31090 -2.54387 -1.41467  -0.77
Sb 2.06493 -2.90463 -0.87075  0.98
S 1.80761 -2.37596 1.41485  -0.58
S 1.41596 -0.91825 -2.34329  -0.50
S 1.20161 -4.90517 -1.51283  -0.69
C -0.55028 -3.11940 -3.67880  -0.72
O -0.77641 -1.72283 -3.71816  -0.44
C -0.41660 -0.95920 -2.56632  0.89
C -0.91556 0.43034 -2.95431  -1.37
H 0.51464 -3.35286 -3.62654  0.24
H -0.96382 -3.52074 -4.60706  0.27
H -1.02575 -3.58597 -2.81587  0.31
H -1.98029 0.33807 -3.17410  0.34
H -0.40024 0.78049 -3.85538  0.33
H -0.77013 1.13057 -2.13967  0.12
N 3.19740 0.48715 -0.39771  -0.09
H 3.57115 0.93966 0.42455  0.19
H 3.36451 1.03763 -1.22787  0.17
H 3.67041 -0.42155 -0.53371  0.06
C -1.74305 -2.58799 2.18322  -1.23
As -1.00695 -0.78744 2.11804  0.93
C -2.70220 0.19148 1.97275  -1.05
C -0.72757 -0.57657 4.04293  -1.36
S -1.05162 -1.51527 -0.96479  -0.50
H -2.60980 -2.60285 2.84908  0.40
H -0.95675 -3.25000 2.54311  0.32
H -2.03034 -2.91146 1.18379  0.42
H -3.39266 -0.10667 2.76710  0.42
H -3.12080 -0.03742 0.99307  0.28
H -2.51466 1.26416 2.02570  0.14
H -1.56972 -1.00458 4.59351  0.42
H -0.62607 0.48251 4.28238  0.37
H 0.19317 -1.08011 4.33797  0.33
C 2.02449 0.75812 2.13380  -1.52
As 0.51351 3.22490 0.19893  0.21
C 0.55984 3.77046 -1.67149  -1.16
C -1.24405 3.96516 0.57243  -1.17
O -0.01346 1.51113 -0.06481  0.27
H 2.27189 1.82807 2.06809  0.48
H 2.92472 0.16115 2.32415  0.38
H 1.38558 0.65979 3.02028  0.27
H 0.94049 4.79330 -1.72661  0.40
H -0.42527 3.70676 -2.13601  0.29
H 1.23455 3.10128 -2.20551  0.25
H -1.21951 5.04197 0.38331  0.40
H -1.52005 3.79242 1.61198  0.27
H -1.97099 3.48180 -0.08164  0.30

***

# 3
Molecular formula: C9H27GaN2O6P3
Method: DFT, ωB97M-V with the def2-TZVPD basis set

Values from the calculation:
* gap between HOMO and LUMO: 5.9 eV
* molar mass: 421.97 g mol⁻¹
* DFT total energy: -105281.5091 eV
* net charge: -1
* HOMO level: -3.804 eV

Last column: natural (NBO) charge in e.
CARTESIAN COORDINATES (ANGSTROEM)
N -1.69758 0.98562 -3.80578  -1.41
P -0.77758 1.31576 -5.10263  0.73
Ga 1.36276 0.33866 -4.70282  0.87
N 2.59587 1.75010 -4.15514  -1.30
P 1.00080 -1.18376 -2.91344  -0.50
P 1.32498 -0.07752 -1.07592  2.06
O 2.80162 -0.05903 -0.75102  -1.11
O 0.71925 1.45828 -1.25657  -1.00
O 0.49312 -0.77547 0.17417  -0.99
H -2.50823 0.46295 -4.10527  0.36
H -0.67971 2.74593 -5.27578  -0.09
H -1.36225 0.84413 -6.32065  -0.05
H 1.89752 -0.44301 -6.01031  -0.32
H 2.25314 2.20317 -3.31512  0.36
H 2.60316 2.48637 -4.85399  0.34
H 1.97994 -2.22402 -2.96417  0.04
H -0.10832 1.41908 -1.75603  0.52
H -0.37732 -0.39617 0.27617  0.51
C 0.64657 -0.53729 4.04486  -0.74
C -0.77731 -0.34359 3.60428  0.60
O -1.05030 -0.17561 2.44085  -0.55
C -1.84344 -0.36588 4.66938  -0.72
H 1.29922 -0.49812 3.17327  0.25
H 0.93160 0.25582 4.73852  0.25
H 0.75918 -1.51044 4.52715  0.22
H -1.66307 0.43225 5.39144  0.23
H -1.84001 -1.33082 5.17919  0.22
H -2.81838 -0.21349 4.20917  0.23
C -2.47172 -2.90627 -4.95631  -0.73
C -3.57014 -2.12981 -5.63264  0.60
O -3.46192 -0.94489 -5.83527  -0.54
C -4.80826 -2.88687 -6.04382  -0.72
H -1.64804 -2.23514 -4.71362  0.27
H -2.84460 -3.35074 -4.03198  0.23
H -2.10632 -3.69130 -5.62169  0.22
H -5.28183 -3.33033 -5.16641  0.22
H -4.54575 -3.67097 -6.75609  0.22
H -5.51131 -2.20258 -6.51598  0.23
C 3.75186 1.18788 6.43201  -0.72
C 2.53711 1.89163 6.97674  0.60
O 1.41983 1.52714 6.69366  -0.55
C 2.76966 3.06875 7.88742  -0.72
H 3.43820 0.36432 5.79358  0.24
H 4.35119 1.88234 5.84144  0.24
H 4.35128 0.79037 7.25280  0.23
H 3.32716 3.84350 7.35898  0.23
H 3.32693 2.75193 8.77053  0.23
H 1.81145 3.47711 8.20287  0.23